Molecular formula: C40H34FeN7O8S2
Method: DFT, ωB97M-V/def2-TZVPD

```
92
C40H34FeN7O8S2 ωB97M-V/def2-TZVPD
Fe 2.550 -0.702 -3.225
N 1.857 -2.992 -4.360
N 2.293 -3.952 -3.452
C 2.744 -3.578 -2.233
N 3.193 -4.503 -1.411
N 2.647 -2.273 -1.956
N 3.107 -1.821 -0.743
O 2.950 0.169 -1.735
O 3.547 -2.525 0.130
H 0.890 -3.175 -4.614
H 2.442 -3.007 -5.193
H 2.408 -4.910 -3.756
H 3.282 -5.460 -1.715
H 3.513 -4.246 -0.486
O 0.675 1.113 -8.622
C 0.023 1.883 -7.762
O -0.630 2.830 -8.081
C 0.090 1.524 -6.304
C -0.746 2.126 -5.378
N -0.492 1.598 -4.172
N 0.484 0.704 -4.303
C 0.864 0.617 -5.576
C 1.988 -0.287 -5.948
O 2.042 -0.758 -7.054
O 2.878 -0.513 -5.001
H 1.140 0.373 -8.196
H -1.492 2.890 -5.526
H -0.877 1.785 -3.218
C -1.361 7.080 2.676
C -1.186 5.818 1.870
C -2.274 5.016 1.543
C -2.126 3.875 0.769
C -0.864 3.509 0.328
C 0.241 4.291 0.648
C 0.070 5.440 1.408
S -0.608 2.073 -0.695
O 0.841 -0.024 -3.233
C -1.640 0.855 0.095
C -2.859 0.475 -0.511
C -3.657 -0.457 0.087
C -3.287 -1.051 1.317
C -4.112 -2.018 1.944
C -3.738 -2.588 3.124
C -2.516 -2.222 3.735
C -1.699 -1.296 3.155
C -2.066 -0.678 1.931
C -1.231 0.280 1.282
C 0.093 0.652 1.866
C 0.197 1.526 2.981
C -0.948 2.121 3.567
C -0.816 3.001 4.602
C 0.462 3.331 5.107
C 1.582 2.776 4.561
C 1.480 1.865 3.480
C 2.631 1.317 2.865
C 2.524 0.481 1.790
C 1.246 0.155 1.306
S 1.029 -0.887 -0.112
O 3.811 -0.596 -0.955
C 0.573 -2.418 0.581
C 1.131 -2.898 1.766
C 0.761 -4.149 2.226
C -0.155 -4.936 1.528
C -0.590 -6.273 2.057
C -0.692 -4.442 0.333
C -0.336 -3.197 -0.144
H -2.315 7.090 3.199
H -1.330 7.956 2.026
H -0.563 7.194 3.410
H -3.263 5.296 1.888
H -2.990 3.275 0.514
H 1.227 4.004 0.303
H 0.933 6.053 1.648
H -3.157 0.945 -1.440
H -4.598 -0.744 -0.369
H -5.047 -2.292 1.471
H -4.376 -3.320 3.601
H -2.231 -2.680 4.674
H -0.765 -1.024 3.632
H -1.931 1.882 3.182
H -1.700 3.450 5.035
H 0.555 4.027 5.930
H 2.561 3.034 4.944
H 3.612 1.569 3.251
H 3.417 0.076 1.325
H 1.832 -2.294 2.329
H 1.183 -4.519 3.153
H 0.028 -6.593 2.894
H -0.545 -7.037 1.281
H -1.625 -6.223 2.402
H -1.414 -5.038 -0.213
H -0.781 -2.804 -1.053
```

Summary:
2S+1: 2
Expectation value of S²: 1.06
Charge: +2
Frontier orbital gap (alpha / beta), eV: 4.94 / 5.14
Highest occupied orbital energy (alpha / beta), eV: -12.47 / -12.47